(1)
{"formula": "H15LiO8", "method": "ωB97M-V/def2-TZVPD", "species": ["Li", "O", "H", "O", "H", "H", "O", "H", "H", "O", "H", "H", "O", "H", "H", "O", "H", "H", "O", "H", "H", "O", "H", "H"], "xyz": [[-0.073000, -0.667667, -0.134042], [0.266000, 0.745333, 0.048958], [0.206000, 0.881333, 1.009958], [-0.320000, -2.048667, -1.570042], [-0.075000, -2.874667, -1.635042], [-0.714000, -1.807667, -2.308042], [1.292000, 1.740333, -2.458042], [0.930000, 1.356333, -1.730042], [2.258000, 1.691333, -2.483042], [-2.076000, 1.985333, 1.325958], [-1.418000, 1.565333, 0.765958], [-2.875000, 1.420333, 1.315958], [2.933000, 1.013333, 0.875958], [2.071000, 0.820333, 0.624958], [2.919000, 1.615333, 1.563958], [-1.524000, -1.365667, 1.255958], [-1.823000, -1.041667, 2.282958], [-2.164000, -1.982667, 0.998958], [1.756000, -1.467667, 0.981958], [2.035000, -0.837667, 1.590958], [1.619000, -2.224667, 1.590958], [-1.613000, 0.419333, -1.669042], [-1.116000, 0.589333, -1.029042], [-2.494000, 0.475333, -1.217042]], "forces_ev_per_angstrom": [[-0.7, -6.0, -0.5], [1.0, 5.2, 1.8], [0.2, 0.3, -0.5], [0.9, 4.6, 6.0], [2.2, -6.7, -0.5], [-3.0, 2.2, -5.4], [1.8, 2.0, -4.3], [-1.0, -1.6, 3.8], [-0.6, -0.2, 0.6], [-1.2, -0.2, 0.6], [0.3, -0.2, -0.5], [0.8, 0.5, -0.1], [3.3, -1.5, -0.8], [-3.0, -0.1, -1.3], [-0.2, 2.0, 1.9], [0.3, 2.9, 5.0], [1.3, -1.4, -4.6], [-1.6, -1.5, -0.5], [-1.3, -3.1, -0.5], [1.2, 2.4, 1.3], [0.0, 0.2, -0.9], [-9.0, -2.6, -8.0], [7.5, 3.1, 8.5], [0.9, -0.1, -1.1]], "lumo_energy_ev": -0.54, "de_lowest_kj_mol": 235.4, "homo_lumo_gap_ev": 9.4, "e_tot_ha": -618.4001}


(2)
{"formula": "C19H22N2O4", "method": "ωB97M-V/def2-TZVPD", "species": ["C", "C", "C", "C", "C", "C", "O", "C", "C", "O", "O", "C", "C", "N", "C", "O", "C", "C", "C", "C", "N", "C", "C", "C", "C", "H", "H", "H", "H", "H", "H", "H", "H", "H", "H", "H", "H", "H", "H", "H", "H", "H", "H", "H", "H", "H", "H"], "xyz": [[5.517081, -0.207052, 1.636607], [4.370953, -0.279105, 0.672455], [4.074906, 0.790344, -0.161294], [3.022804, 0.735057, -1.059090], [2.695835, 1.891356, -1.951715], [2.247311, -0.427234, -1.129934], [1.214693, -0.417992, -2.060083], [-0.087611, -0.670085, -1.588687], [-0.345166, -0.157404, -0.181704], [-0.906202, -0.796365, 0.675003], [0.124360, 1.070971, -0.018225], [-0.116881, 1.717717, 1.224301], [-1.451670, 2.473906, 1.170726], [-2.577806, 1.579839, 1.071383], [-3.122234, 1.251750, -0.130043], [-2.808570, 1.796679, -1.169288], [-4.189381, 0.214147, -0.054192], [-4.068009, -0.942282, 0.710906], [-5.109081, -1.856003, 0.701136], [-6.226548, -1.577403, -0.072065], [-6.343760, -0.488355, -0.813389], [-5.350187, 0.377768, -0.810095], [2.547822, -1.530708, -0.330606], [1.788871, -2.821966, -0.428134], [3.603708, -1.427523, 0.566574], [5.341623, -0.848097, 2.497417], [5.670929, 0.813294, 1.980422], [6.434442, -0.539750, 1.149887], [4.671358, 1.690149, -0.104039], [3.315626, 2.751881, -1.713500], [2.857279, 1.614782, -2.992271], [1.646460, 2.158878, -1.844312], [-0.763772, -0.125842, -2.260581], [-0.345809, -1.736086, -1.619529], [0.712437, 2.412222, 1.366229], [-0.127270, 0.970140, 2.025460], [-1.552507, 3.095786, 2.063440], [-1.468790, 3.100717, 0.274904], [-2.782151, 0.997454, 1.868548], [-3.161850, -1.146703, 1.262945], [-5.049889, -2.768051, 1.274525], [-7.065209, -2.260180, -0.111097], [-5.472163, 1.254045, -1.432393], [2.377108, -3.631792, -0.002371], [1.573523, -3.060244, -1.468063], [0.848168, -2.764954, 0.120779], [3.835202, -2.277728, 1.193064]], "forces_ev_per_angstrom": [[0.0, 0.0, -0.1], [0.0, -0.1, 0.1], [-0.1, -0.1, 0.0], [-0.2, -0.1, -0.1], [0.0, -0.1, 0.0], [0.4, 0.0, 0.1], [0.4, 0.0, 0.1], [-0.4, -0.1, -0.1], [0.1, -0.4, 0.0], [0.0, -0.1, -0.1], [0.0, 0.3, -0.3], [-0.4, 0.2, 0.5], [0.5, -0.1, -0.2], [0.0, 0.0, 0.2], [-0.2, 0.1, 0.4], [0.0, 0.1, -0.3], [-0.2, -0.4, -0.1], [-0.1, 0.1, -0.1], [0.0, 0.1, 0.0], [0.1, -0.3, 0.2], [-0.5, 0.1, -0.3], [0.4, 0.2, 0.1], [-0.2, 0.0, -0.2], [-0.1, 0.1, 0.0], [0.1, 0.2, 0.0], [0.0, 0.0, 0.1], [0.0, 0.0, 0.1], [0.1, 0.0, 0.1], [0.1, 0.1, 0.0], [0.0, 0.1, 0.0], [0.0, 0.1, -0.1], [0.0, 0.1, -0.1], [0.0, -0.1, 0.1], [0.1, 0.2, 0.1], [-0.1, -0.1, 0.0], [0.1, 0.2, -0.1], [0.0, 0.0, -0.1], [0.0, 0.0, 0.2], [-0.1, 0.0, -0.1], [0.1, 0.0, 0.1], [0.0, -0.1, 0.0], [0.0, -0.1, 0.1], [0.1, 0.1, 0.0], [0.0, 0.0, 0.0], [-0.1, -0.1, 0.0], [-0.1, -0.1, 0.0], [0.0, -0.1, 0.1]], "smiles": "Cc1cc(C)c(OCC(=O)OCCNC(=O)c2cccnc2)c(C)c1", "lumo_energy_ev": 0.65, "de_lowest_kj_mol": 128.2, "homo_lumo_gap_ev": 9.1, "e_tot_ha": -1147.7147}


(3)
{"formula": "C28H41ClN6NaO4P", "method": "ωB97M-V/def2-TZVPD", "species": ["Na", "C", "C", "N", "C", "C", "C", "C", "C", "C", "C", "N", "C", "C", "N", "N", "H", "H", "H", "H", "H", "H", "H", "H", "H", "H", "H", "H", "H", "H", "H", "H", "H", "H", "C", "P", "C", "C", "O", "H", "H", "H", "H", "H", "H", "H", "H", "H", "N", "C", "C", "C", "N", "C", "C", "H", "H", "H", "H", "H", "H", "C", "C", "C", "C", "Cl", "C", "C", "C", "O", "C", "C", "O", "O", "H", "H", "H", "H", "H", "H", "H", "H"], "xyz": [[0.120602, 0.548446, -0.090116], [-0.654609, -2.345174, 1.210705], [-0.329919, -2.729972, -0.229747], [-0.790535, -1.745369, -1.185767], [-2.166589, -1.788698, -1.611907], [-2.928786, -0.508523, -1.302133], [-3.990904, -0.071493, -2.080677], [-4.647956, 1.092804, -1.705369], [-4.223927, 1.780009, -0.582427], [-3.140748, 1.276791, 0.132387], [-2.589222, 1.994791, 1.352975], [-1.372260, 1.388819, 1.831093], [-1.579713, 0.260197, 2.718464], [-0.317736, -0.577575, 2.883609], [0.131792, -1.194845, 1.638332], [-2.522963, 0.158303, -0.226273], [-0.510764, -3.217422, 1.867389], [-1.711353, -2.073520, 1.261381], [-0.749424, -3.728388, -0.427052], [0.754921, -2.816834, -0.337856], [-0.118550, -1.533500, -1.906532], [-2.680530, -2.609413, -1.096688], [-2.260232, -2.001695, -2.682917], [-4.291223, -0.625072, -2.961699], [-5.475760, 1.467429, -2.294954], [-4.703713, 2.700387, -0.273190], [-3.383772, 2.033795, 2.117101], [-2.385731, 3.030939, 1.074499], [-0.719203, 2.077365, 2.203456], [-2.378098, -0.357668, 2.302153], [-1.915539, 0.570346, 3.720958], [-0.496169, -1.323011, 3.674709], [0.481508, 0.080680, 3.229348], [1.105097, -1.463804, 1.735067], [3.738370, -0.318529, -3.502631], [2.910842, 0.252938, -2.003646], [3.897470, -0.321292, -0.624104], [3.055252, 2.042708, -2.011027], [1.493984, -0.227059, -1.931837], [4.770976, 0.029526, -3.541659], [3.198366, 0.057295, -4.371893], [3.724112, -1.408312, -3.525941], [4.939111, -0.012620, -0.714280], [3.846208, -1.409308, -0.565912], [3.462344, 0.120828, 0.275052], [4.099308, 2.346423, -2.107595], [2.650194, 2.404318, -1.065436], [2.473709, 2.447699, -2.839149], [-2.836752, 5.671016, -2.834545], [-2.030179, 4.639095, -2.399016], [-1.320761, 4.728744, -1.200571], [-0.574963, 3.644548, -0.776304], [-0.490161, 2.496072, -1.453178], [-1.163930, 2.420257, -2.600553], [-1.935518, 3.443536, -3.113894], [-2.647773, 6.582697, -2.453690], [-3.073192, 5.678449, -3.812133], [-1.357205, 5.629389, -0.599933], [-0.037748, 3.681435, 0.168251], [-1.082348, 1.480358, -3.137677], [-2.469108, 3.310680, -4.047042], [6.619047, 0.926812, 1.580613], [5.524273, 0.212070, 2.317942], [5.630601, -1.123455, 2.665255], [4.606149, -1.758009, 3.353991], [4.763775, -3.445395, 3.762625], [3.471917, -1.064902, 3.722376], [3.348090, 0.275055, 3.375080], [4.355741, 0.907772, 2.659902], [4.295111, 2.189361, 2.227701], [3.151869, 2.957671, 2.575193], [1.838451, 2.579539, 1.867555], [0.855833, 3.238447, 2.267267], [1.862899, 1.695671, 0.979066], [7.429194, 0.242724, 1.330914], [7.022437, 1.743993, 2.180726], [6.239553, 1.380017, 0.662818], [6.520479, -1.679912, 2.399439], [2.684618, -1.561962, 4.274023], [2.452884, 0.809822, 3.652893], [3.395498, 3.981425, 2.296586], [2.985585, 2.938143, 3.655051]], "forces_ev_per_angstrom": [[-0.1, 0.0, 0.0], [0.0, 0.0, 0.0], [0.0, 0.0, 0.0], [0.0, 0.0, 0.0], [0.0, 0.0, 0.0], [0.0, 0.0, 0.0], [0.0, 0.0, 0.0], [0.0, 0.0, 0.0], [0.0, 0.0, 0.0], [0.0, 0.0, 0.0], [0.0, 0.0, 0.0], [0.0, 0.0, 0.0], [0.0, 0.0, 0.0], [0.0, 0.0, 0.0], [0.0, 0.0, 0.0], [0.0, 0.0, 0.0], [0.0, 0.0, 0.0], [0.0, 0.0, 0.0], [0.0, 0.0, 0.0], [0.0, 0.0, 0.0], [0.0, 0.0, 0.0], [0.0, 0.0, 0.0], [0.0, 0.0, 0.0], [0.0, 0.0, 0.0], [0.0, 0.0, 0.0], [0.0, 0.0, 0.0], [0.0, 0.0, 0.0], [0.0, 0.0, 0.0], [0.0, 0.0, 0.0], [0.0, 0.0, 0.0], [0.0, 0.0, 0.0], [0.0, 0.0, 0.0], [0.0, 0.0, 0.0], [0.0, 0.0, 0.0], [0.0, 0.0, 0.0], [-0.1, 0.0, 0.0], [0.0, 0.0, 0.0], [0.1, 0.0, 0.0], [0.0, 0.0, 0.0], [0.0, 0.0, 0.0], [0.0, 0.0, 0.0], [0.0, 0.0, 0.0], [0.0, 0.0, 0.0], [0.0, 0.0, 0.0], [0.0, 0.0, 0.0], [0.0, 0.0, 0.0], [0.0, 0.0, 0.0], [0.0, 0.0, 0.0], [0.0, 0.0, 0.0], [0.0, 0.0, 0.0], [0.0, 0.0, 0.0], [0.0, 0.0, 0.0], [0.0, 0.0, 0.0], [0.0, 0.0, 0.0], [0.0, 0.0, 0.0], [0.0, 0.0, 0.0], [0.0, 0.0, 0.0], [0.0, 0.0, 0.0], [0.0, 0.0, 0.0], [0.0, 0.0, 0.0], [0.0, 0.0, 0.0], [0.0, 0.0, 0.0], [0.0, 0.0, 0.0], [0.0, 0.0, 0.0], [0.0, 0.0, 0.0], [0.0, 0.0, 0.0], [0.0, 0.0, 0.0], [0.0, 0.0, 0.0], [0.0, 0.0, -0.1], [0.0, 0.0, 0.0], [0.0, 0.0, 0.0], [-0.1, 0.0, 0.0], [0.0, 0.0, 0.0], [0.1, 0.0, 0.0], [0.0, 0.0, 0.0], [0.0, 0.0, 0.0], [0.0, 0.0, 0.0], [0.0, 0.0, 0.0], [0.0, 0.0, 0.0], [0.0, 0.0, 0.0], [0.0, 0.0, 0.0], [0.0, 0.0, 0.0]], "lumo_energy_ev": 0.24, "de_lowest_kj_mol": 0.0, "homo_lumo_gap_ev": 8.1, "e_tot_ha": -2685.0984}


(4)
{"formula": "C37H57GeN2O3PdSSi", "method": "ωB97M-V/def2-TZVPD", "species": ["Pd", "C", "C", "C", "C", "O", "Si", "S", "O", "C", "C", "C", "C", "O", "C", "C", "C", "C", "H", "H", "H", "H", "H", "H", "H", "H", "H", "H", "H", "H", "H", "H", "H", "H", "H", "H", "H", "H", "H", "H", "H", "H", "H", "H", "H", "C", "Ge", "C", "C", "C", "C", "C", "C", "C", "C", "C", "C", "C", "C", "C", "C", "C", "C", "C", "C", "H", "H", "H", "H", "H", "H", "H", "H", "H", "H", "H", "H", "H", "H", "H", "H", "C", "C", "N", "C", "C", "C", "C", "N", "H", "H", "H", "H", "H", "H", "H", "H", "H", "H", "H", "H", "H", "H"], "xyz": [[0.268706, 0.016604, -0.631539], [-2.905835, 0.896051, -0.886329], [-2.294426, 2.277911, -1.018514], [-2.542228, 2.855634, -2.401522], [-2.785055, 3.208594, 0.073858], [-0.845143, 2.065606, -0.834010], [0.452010, 3.077555, -0.890694], [1.995376, 1.558030, -1.157415], [0.749687, 3.949787, 0.419191], [1.086594, 3.740941, 1.816397], [0.104121, 2.768768, 2.440982], [0.983816, 5.113005, 2.458835], [2.508624, 3.207213, 1.888275], [0.363691, 3.996708, -2.200246], [1.038960, 5.232208, -2.583124], [0.826554, 5.354689, -4.081349], [0.378258, 6.380521, -1.837183], [2.518342, 5.126203, -2.247557], [-3.988665, 0.947437, -1.004032], [-2.693373, 0.467442, 0.094863], [-2.519052, 0.234826, -1.667179], [-3.617673, 2.903520, -2.578833], [-2.093474, 2.224564, -3.170418], [-2.131235, 3.858808, -2.497012], [-3.853992, 3.388193, -0.051107], [-2.272106, 4.172217, 0.025861], [-2.628222, 2.761341, 1.054511], [-0.912072, 3.160968, 2.385330], [0.354726, 2.617408, 3.492938], [0.136197, 1.793952, 1.946574], [-0.031257, 5.500568, 2.365330], [1.670564, 5.810292, 1.977768], [1.236216, 5.053391, 3.518148], [2.577402, 2.217517, 1.427174], [2.821879, 3.110657, 2.928726], [3.199543, 3.881120, 1.380329], [-0.238759, 5.374886, -4.313033], [1.282214, 4.512066, -4.602555], [1.278278, 6.276160, -4.450804], [-0.685080, 6.426807, -2.078043], [0.835177, 7.327302, -2.128726], [0.493045, 6.258164, -0.759913], [2.966255, 4.267921, -2.751406], [2.670200, 5.028474, -1.170315], [3.039686, 6.024698, -2.579417], [0.857237, -0.700199, 1.274363], [-0.352229, -1.926692, 2.164583], [0.285939, -2.254672, 3.973898], [-0.351383, -3.211800, 4.764885], [0.059432, -3.441655, 6.069289], [1.114731, -2.712181, 6.602077], [1.754843, -1.755848, 5.828241], [1.341584, -1.530581, 4.521131], [-2.125901, -1.124608, 2.246386], [-3.285735, -1.722363, 1.760760], [-4.519139, -1.093545, 1.891307], [-4.608836, 0.136729, 2.525272], [-3.463077, 0.734684, 3.036623], [-2.233609, 0.109030, 2.892990], [-0.353429, -3.590955, 1.137339], [0.427338, -4.662224, 1.575420], [0.465195, -5.855756, 0.863934], [-0.284517, -5.998182, -0.295611], [-1.061243, -4.939138, -0.748223], [-1.088565, -3.746477, -0.038092], [1.917440, -0.614565, 1.502964], [-1.179935, -3.787097, 4.363402], [-0.443386, -4.187057, 6.671975], [1.435899, -2.889885, 7.620291], [2.577414, -1.186463, 6.242290], [1.849495, -0.779468, 3.925273], [-3.240619, -2.694958, 1.282314], [-5.411547, -1.572209, 1.508086], [-5.570543, 0.621257, 2.636816], [-3.532016, 1.683139, 3.556437], [-1.348887, 0.578541, 3.310287], [0.998651, -4.574915, 2.493203], [1.068862, -6.679406, 1.223991], [-0.272247, -6.935332, -0.838863], [-1.661116, -5.050044, -1.644483], [-1.708130, -2.931856, -0.404316], [3.599685, -3.669926, -2.202926], [2.199126, -4.249518, -2.038378], [1.193522, -3.620068, -2.896500], [0.729499, -4.395896, -4.047463], [1.729244, -4.419567, -5.192704], [0.713889, -2.405291, -2.588963], [-0.309920, -1.778247, -3.490766], [1.077127, -1.743458, -1.530051], [4.278134, -4.128696, -1.483410], [3.617240, -2.591547, -2.042504], [3.986103, -3.860870, -3.203411], [1.860035, -4.196895, -0.999640], [2.204645, -5.309321, -2.289458], [-0.226482, -4.003207, -4.383282], [0.533039, -5.410136, -3.693862], [1.949242, -3.408799, -5.540509], [1.328950, -4.991542, -6.030194], [2.667228, -4.885821, -4.889648], [-1.264646, -2.301589, -3.408366], [0.000590, -1.798316, -4.534666], [-0.458352, -0.742205, -3.195781], [1.735661, -2.229062, -0.936566]], "forces_ev_per_angstrom": [[0.0, 0.1, -0.1], [0.0, 0.0, 0.0], [0.0, 0.0, 0.0], [0.0, 0.0, 0.0], [0.0, 0.0, 0.0], [-0.1, 0.0, 0.0], [0.1, 0.0, 0.0], [0.0, 0.0, 0.0], [-0.1, 0.0, 0.0], [0.0, 0.0, -0.1], [-0.1, 0.0, 0.0], [0.0, 0.0, 0.0], [0.0, 0.0, 0.0], [0.0, 0.0, 0.0], [0.0, 0.0, 0.0], [0.0, 0.0, 0.0], [0.0, 0.0, 0.0], [0.0, 0.0, 0.0], [0.0, 0.0, 0.0], [0.0, 0.0, 0.0], [0.0, 0.0, 0.0], [0.0, 0.0, 0.0], [0.0, 0.0, 0.0], [0.0, 0.0, 0.0], [0.0, 0.0, 0.0], [0.0, 0.0, 0.0], [0.0, 0.0, 0.0], [0.0, 0.0, 0.0], [0.0, 0.0, 0.0], [0.0, 0.0, 0.0], [0.0, 0.0, 0.0], [0.0, 0.0, 0.0], [0.0, 0.0, 0.0], [0.0, 0.0, 0.0], [0.0, 0.0, 0.0], [0.0, 0.0, 0.0], [0.0, 0.0, 0.0], [0.0, 0.0, 0.0], [0.0, 0.0, 0.0], [0.0, 0.0, 0.0], [0.0, 0.0, 0.0], [0.0, 0.0, 0.0], [0.0, 0.0, 0.0], [0.0, 0.0, 0.0], [0.0, 0.0, 0.0], [0.0, 0.0, 0.0], [0.1, 0.1, -0.1], [0.0, -0.1, 0.0], [0.0, 0.0, 0.0], [0.0, 0.0, 0.0], [0.0, 0.0, 0.0], [0.0, 0.0, 0.0], [0.0, 0.0, 0.0], [0.0, 0.0, 0.0], [0.0, -0.1, 0.0], [0.0, 0.0, 0.0], [0.0, 0.0, 0.0], [0.0, 0.0, 0.0], [0.0, 0.0, 0.0], [0.0, -0.1, 0.1], [0.0, 0.0, 0.0], [0.0, 0.0, 0.0], [0.0, 0.0, 0.0], [0.0, 0.0, 0.0], [0.0, 0.0, 0.0], [0.0, 0.1, 0.1], [0.0, 0.0, 0.0], [0.0, 0.0, 0.0], [0.0, 0.0, 0.0], [0.0, 0.0, 0.0], [0.0, 0.0, 0.0], [0.0, 0.0, 0.0], [0.0, 0.0, 0.0], [0.0, 0.0, 0.0], [0.0, 0.0, 0.0], [0.0, 0.0, 0.0], [0.0, 0.0, 0.0], [0.0, 0.0, 0.0], [0.0, 0.0, 0.0], [0.0, 0.0, 0.0], [0.0, 0.0, 0.0], [0.0, 0.0, 0.0], [0.0, 0.0, 0.0], [0.0, 0.0, 0.0], [0.0, 0.0, 0.0], [0.0, 0.0, 0.0], [0.0, 0.0, 0.0], [0.0, 0.0, 0.0], [0.0, 0.0, -0.1], [0.0, 0.0, 0.0], [0.0, 0.0, 0.0], [0.0, 0.0, 0.0], [0.0, 0.0, 0.0], [0.0, 0.0, 0.0], [0.0, 0.0, 0.0], [0.0, 0.0, 0.0], [0.0, 0.0, 0.0], [0.0, 0.0, 0.0], [0.0, 0.0, 0.0], [0.0, 0.0, 0.0], [0.0, 0.0, 0.0], [0.0, 0.1, 0.0], [0.0, 0.0, 0.0]], "total_charge": 1, "lumo_energy_ev": [-1.67, -5.49], "spin_multiplicity": 5, "de_lowest_kj_mol": 9.2, "homo_lumo_gap_ev": [8.6, 5.6], "e_tot_ha": -4671.6513}